{
  "formula": "C13H26FeGeN3O2Si",
  "method": "the ωB97M-V functional and the def2-TZVPD basis",
  "species": ["Fe", "C", "C", "C", "C", "C", "C", "N", "N", "Si", "C", "C", "C", "H", "H", "H", "H", "H", "H", "H", "H", "H", "H", "H", "H", "H", "H", "H", "O", "N", "O", "C", "Ge", "C", "C", "C", "H", "H", "H", "H", "H", "H", "H", "H", "H", "H", "H"],
  "positions_angstrom": [[0.449, -0.244, 0.153], [3.724, -1.873, 0.511], [2.447, -2.668, 0.790], [2.358, -3.942, 1.259], [1.069, -4.518, 1.438], [-0.092, -3.837, 1.097], [0.074, -2.460, 0.621], [1.303, -1.895, 0.660], [-0.819, -1.776, -0.010], [-2.460, -1.816, -0.692], [-2.292, -1.020, -2.336], [-3.660, -0.729, 0.299], [-3.121, -3.629, -0.902], [3.547, -1.481, -0.541], [4.566, -2.530, 0.479], [3.846, -1.126, 1.326], [3.227, -4.484, 1.563], [0.961, -5.550, 1.704], [-1.113, -4.237, 1.084], [-2.189, 0.084, -2.261], [-3.221, -1.249, -2.924], [-1.465, -1.454, -2.818], [-3.186, 0.205, 0.527], [-4.040, -1.259, 1.176], [-4.528, -0.573, -0.351], [-2.391, -4.404, -0.922], [-3.636, -3.663, -1.922], [-3.957, -3.841, -0.184], [-2.825, 3.116, 3.146], [-2.167, 4.071, 2.764], [-0.948, 4.150, 2.555], [0.387, 4.986, -0.645], [1.262, 3.235, -0.403], [2.295, 3.188, 1.318], [2.340, 3.008, -2.048], [-0.047, 1.693, -0.293], [1.142, 5.766, -0.593], [-0.319, 5.125, 0.146], [-0.063, 5.124, -1.636], [2.632, 4.207, 1.483], [3.121, 2.531, 1.424], [1.494, 2.962, 2.038], [3.024, 3.860, -2.206], [1.670, 3.072, -2.925], [3.024, 2.148, -2.098], [-0.615, 1.663, -1.267], [-0.807, 2.067, 0.417]],
  "forces_ev_per_a": [[-0.5, 3.0, -0.8], [-1.7, -0.2, -0.6], [-0.7, 1.8, 1.0], [-0.6, -0.1, 0.0], [-1.5, 0.8, -0.9], [1.2, 0.6, 0.1], [0.0, -3.5, 0.3], [2.4, -1.7, -0.1], [-2.5, 1.2, -0.7], [0.4, -0.5, 1.4], [-1.8, 0.8, -0.2], [0.0, -1.6, -0.6], [-1.9, 1.4, -0.9], [0.6, 0.2, 1.5], [0.6, -0.4, 0.1], [0.0, -0.1, -1.0], [0.5, -0.3, -0.2], [0.2, -0.4, 0.4], [0.7, -0.1, 0.2], [0.1, -0.7, -0.1], [0.8, 0.3, 0.3], [1.2, -0.4, -0.9], [0.1, 0.5, 0.4], [0.2, 0.3, 0.2], [0.1, 0.2, 0.0], [0.6, -0.6, 0.2], [0.6, 0.1, 1.1], [0.9, 0.0, -0.4], [1.5, -2.2, 0.4], [-2.2, 4.4, -1.0], [0.8, -2.3, 0.4], [0.7, -0.2, -0.5], [-0.4, -1.3, 0.2], [-1.6, 1.0, -0.7], [0.7, 0.7, -0.5], [0.0, 0.7, -0.7], [0.2, 0.2, 0.2], [-0.6, 0.2, 0.5], [-0.1, -0.4, 0.2], [0.1, 0.1, 0.3], [0.7, -0.8, -0.2], [0.4, 0.1, 0.0], [-0.2, 0.0, 0.3], [0.2, -0.5, 0.3], [-0.6, -0.1, 0.0], [0.6, 0.0, 0.5], [0.3, -0.2, 0.1]],
  "lumo_ev": [2.424, 2.290],
  "e_above_lowest_kcal_mol": 32.1,
  "multiplicity": 5,
  "total_charge": -1,
  "s_squared": 6.019
}

---

{
  "formula": "C13H26N2O3S",
  "method": "the ωB97M-V functional and the def2-TZVPD basis",
  "species": ["C", "H", "H", "H", "C", "C", "H", "H", "H", "C", "N", "C", "O", "C", "N", "S", "O", "O", "C", "H", "H", "H", "C", "C", "C", "C", "C", "C", "H", "H", "H", "H", "H", "H", "H", "H", "H", "H", "H", "H", "H", "H", "H", "H", "H"],
  "positions_angstrom": [[2.703, -0.589, -2.035], [2.817, -1.062, -1.098], [1.794, 0.226, -1.789], [3.589, 0.003, -2.398], [2.218, -1.232, -3.266], [1.975, -0.654, -4.495], [2.981, -0.251, -4.833], [1.078, 0.193, -4.377], [1.419, -1.273, -5.374], [0.959, -2.208, -2.721], [-0.246, -1.569, -2.403], [-0.578, -1.310, -1.202], [0.072, -1.706, -0.149], [-1.715, -0.372, -0.797], [-1.796, 0.265, 0.457], [-2.737, -0.671, 1.528], [-2.987, 0.338, 2.730], [-3.867, -0.958, 0.685], [-2.295, -2.135, 2.130], [-1.281, -2.531, 1.478], [-1.808, -1.945, 3.028], [-2.860, -3.087, 2.037], [-0.743, 0.890, 1.081], [-1.167, 2.207, 1.497], [-0.363, 3.332, 1.804], [0.511, 2.655, 3.223], [1.255, 1.395, 2.819], [-0.147, 0.290, 2.258], [0.524, -0.686, 1.988], [-0.688, 0.213, 3.140], [1.502, 0.769, 3.599], [1.853, 1.480, 1.903], [1.347, 3.250, 3.547], [-0.051, 2.609, 3.972], [-0.472, 4.280, 2.248], [0.453, 3.305, 1.192], [-2.100, 2.357, 2.155], [-1.616, 2.635, 0.736], [0.037, 1.084, 0.263], [-1.555, 0.372, -1.564], [-2.513, -0.834, -0.857], [-0.474, -1.113, -3.027], [1.313, -2.888, -1.944], [0.737, -2.855, -3.556], [2.923, -2.220, -3.610]],
  "forces_ev_per_a": [[-1.2, 5.5, -1.5], [0.3, -1.2, 0.4], [2.4, -1.5, -0.5], [-0.5, -0.2, 1.2], [-0.6, -10.1, 3.9], [-3.4, 4.3, -5.0], [-1.6, 0.2, -0.3], [2.6, -1.2, -0.3], [1.9, 0.8, 2.3], [2.9, -1.0, -1.8], [5.6, -9.4, 10.9], [1.2, 0.2, 9.3], [-1.1, 0.0, -3.4], [7.6, 3.9, -2.2], [-1.8, -3.7, 1.2], [-5.0, 7.6, 2.2], [1.1, -4.4, -4.2], [-0.6, -0.5, -0.2], [5.3, -4.9, -2.0], [-2.5, 1.5, 1.3], [0.4, -0.1, 2.1], [-0.6, 1.5, 0.2], [3.8, 2.0, -0.3], [-5.4, 2.8, 2.8], [5.8, -2.3, 6.2], [5.6, 1.5, -7.9], [-5.8, -1.1, -3.0], [7.8, -2.0, -0.3], [-2.1, 2.0, 0.8], [-1.3, -0.2, 1.2], [1.6, -1.0, 1.6], [0.3, 0.0, 0.8], [0.2, 1.4, 0.0], [-5.2, -1.0, 6.1], [-1.8, 1.1, -0.3], [2.3, 0.8, -2.2], [1.4, -1.6, -0.2], [-2.8, 1.3, -5.0], [-0.5, -0.5, 1.1], [-1.0, 0.9, -0.4], [-7.9, -4.1, -1.7], [-6.3, 10.4, -13.8], [-0.1, 0.6, 0.2], [0.0, -0.3, -0.5], [-1.1, 2.4, 1.4]],
  "lumo_ev": 0.446,
  "smiles": "CC(C)CNC(=O)CN(C1CCCCC1)S(C)(=O)=O",
  "e_above_lowest_kcal_mol": 314.0,
  "total_charge": 0
}

---

{
  "formula": "C13H26N4OP2Pt",
  "method": "the ωB97M-V functional and the def2-TZVPD basis",
  "species": ["Pt", "P", "P", "N", "N", "H", "H", "H", "C", "H", "C", "H", "H", "C", "C", "C", "C", "H", "H", "H", "H", "H", "H", "H", "C", "C", "C", "O", "H", "H", "H", "H", "H", "H", "H", "C", "N", "C", "C", "N", "C", "H", "H", "H", "H", "H", "H"],
  "positions_angstrom": [[-0.607, 0.087, 0.473], [-2.456, -0.930, 0.962], [-0.922, 2.236, 0.537], [0.085, -1.737, -0.099], [1.038, 0.531, -0.635], [1.406, -2.658, -1.428], [2.877, -0.278, -1.135], [2.178, -2.130, 0.108], [1.426, -1.856, -0.663], [1.623, -0.538, -2.383], [1.808, -0.521, -1.281], [-0.341, -3.778, -0.318], [2.312, 2.010, -1.368], [-0.716, -2.796, 0.036], [1.375, 1.807, -0.813], [-1.979, -2.607, 0.571], [0.555, 2.790, -0.296], [-2.651, -3.446, 0.713], [0.811, 3.839, -0.399], [-2.025, 2.789, -0.172], [-0.965, 2.876, 1.812], [-3.626, -0.614, 0.221], [-2.856, -0.864, 2.320], [-0.071, 0.910, -3.208], [-1.101, 0.544, -3.343], [-2.029, 1.729, -3.226], [-1.169, -0.265, -4.617], [-1.436, -0.292, -2.207], [-1.924, 2.395, -4.086], [-3.069, 1.390, -3.171], [-1.821, 2.306, -2.318], [-0.439, -1.085, -4.617], [-2.165, -0.704, -4.746], [-0.954, 0.369, -5.482], [-0.935, -1.127, -2.260], [2.185, 1.000, 5.073], [1.712, 0.166, 3.964], [1.493, -1.214, 3.984], [0.904, -1.548, 2.792], [0.767, -0.377, 2.059], [1.282, 0.627, 2.774], [1.550, 0.851, 5.955], [3.220, 0.748, 5.334], [2.133, 2.048, 4.757], [1.695, -1.847, 4.829], [0.555, -2.514, 2.473], [1.267, 1.681, 2.524]],
  "forces_ev_per_a": [[0.0, 0.4, 0.2], [-2.0, -0.9, 0.8], [-0.5, 2.4, 0.5], [1.5, -2.5, -1.3], [1.9, 0.0, -2.0], [0.3, 0.3, 0.3], [-0.2, -0.4, -0.2], [-0.5, 0.1, -0.2], [-0.4, -0.9, 0.1], [0.0, 0.1, 0.7], [0.4, 1.0, -0.2], [-0.4, 0.5, 0.4], [-0.6, 0.2, 0.3], [-0.3, -0.2, 0.0], [0.2, 0.3, 0.0], [-0.2, -1.0, 0.0], [0.6, 0.8, -0.3], [0.2, 0.0, -0.1], [0.1, -0.2, 0.0], [0.4, 0.1, 0.4], [-0.1, 0.4, -0.6], [0.1, -0.4, 0.4], [-0.3, -0.4, -0.4], [0.0, -0.1, 0.0], [0.3, -0.2, 0.8], [-0.4, 0.2, -0.3], [-0.3, 0.0, -0.3], [0.2, -0.4, -0.3], [0.0, -0.1, 0.1], [0.1, 0.0, -0.1], [0.1, -0.2, -0.2], [-0.1, 0.2, 0.1], [0.1, 0.1, 0.0], [0.0, -0.1, 0.1], [-0.3, 0.5, 0.0], [0.1, -0.1, 0.0], [0.0, -0.7, 0.1], [-0.3, 0.5, -0.5], [0.4, 1.4, 0.7], [0.5, 0.5, 1.3], [-0.6, -1.3, 0.4], [0.1, 0.0, -0.3], [-0.3, 0.1, -0.1], [0.0, -0.3, 0.1], [0.2, 0.2, 0.2], [0.0, 0.1, -0.2], [0.1, -0.2, -0.1]],
  "lumo_ev": [-2.015, -5.493],
  "multiplicity": 4,
  "total_charge": 1,
  "s_squared": 3.793
}

---

{
  "formula": "C13H27BrF3LiNO7P3S",
  "method": "the ωB97M-V functional and the def2-TZVPD basis",
  "species": ["C", "C", "C", "Br", "P", "C", "C", "C", "F", "F", "F", "P", "O", "O", "C", "P", "O", "O", "S", "C", "C", "C", "C", "C", "C", "O", "N", "O", "O", "H", "H", "H", "H", "H", "H", "H", "H", "H", "H", "H", "H", "H", "H", "H", "H", "H", "H", "H", "H", "H", "H", "H", "H", "H", "H", "H", "Li"],
  "positions_angstrom": [[1.047, 3.407, 2.140], [0.695, 2.054, 1.313], [2.070, 1.394, 0.860], [3.160, 2.873, 0.038], [1.850, -0.085, -0.385], [3.673, -0.162, -0.983], [4.784, -0.258, 0.158], [5.624, -1.618, 0.125], [5.017, -2.668, 0.801], [6.812, -1.346, 0.852], [6.028, -1.988, -1.144], [1.967, -1.680, 1.149], [0.685, -1.579, 2.045], [1.561, -1.142, -1.774], [0.201, -0.970, -2.227], [-0.132, 0.484, -3.417], [-0.339, 1.935, -2.537], [-1.624, 0.194, -4.216], [1.320, 0.734, -4.689], [-0.632, -0.957, -0.861], [-2.125, -0.415, -0.849], [-2.852, -0.774, 0.530], [-4.364, -0.205, 0.586], [-4.251, 1.321, 1.020], [-5.229, -1.101, 1.571], [-0.782, -2.356, -0.457], [-1.516, -3.081, -1.349], [-0.872, -4.058, -1.611], [0.129, -0.111, -0.002], [0.138, 3.568, 2.822], [1.100, 4.320, 1.485], [1.927, 3.276, 2.832], [0.047, 2.411, 0.452], [0.113, 1.423, 2.062], [2.565, 1.008, 1.819], [1.736, 0.982, -1.362], [3.752, -1.130, -1.585], [3.922, 0.657, -1.734], [4.433, -0.050, 1.205], [5.560, 0.546, -0.075], [3.063, -1.570, 2.056], [1.897, -2.958, 0.514], [0.109, -1.850, -2.935], [-1.299, 2.100, -2.477], [-2.256, 0.905, -4.006], [-2.779, -0.811, -1.682], [-2.118, 0.720, -0.977], [-2.281, -0.335, 1.417], [-2.944, -1.888, 0.698], [-4.770, -0.351, -0.465], [-3.864, 1.893, 0.116], [-3.449, 1.453, 1.822], [-5.238, 1.717, 1.404], [-6.276, -1.302, 1.168], [-4.779, -2.136, 1.734], [-5.322, -0.620, 2.604], [-4.893, 0.180, 4.401]],
  "forces_ev_per_a": [[-1.7, -0.5, 0.6], [1.0, 1.9, 1.0], [-1.2, -0.8, 1.6], [-0.3, -1.0, 0.4], [2.1, 3.3, -3.0], [1.2, -1.4, 0.4], [1.0, 0.1, -1.3], [0.6, 1.8, 1.1], [0.9, 1.1, -1.6], [-1.5, -0.9, -1.1], [-0.9, 0.1, 2.1], [-3.7, -0.5, 2.8], [2.2, -0.3, -0.8], [-2.6, 0.2, -0.2], [0.8, -1.2, 0.4], [1.2, 1.5, -0.7], [-1.2, -2.0, -1.2], [1.3, 0.6, 1.9], [-1.0, -0.4, 0.7], [-1.0, 2.2, -0.7], [-0.6, 0.7, 0.4], [-0.5, 0.2, 0.2], [1.5, -0.4, 0.3], [0.0, -0.5, -0.5], [-0.1, -0.6, -0.5], [1.5, 0.9, 1.1], [1.8, -1.7, -0.7], [-1.8, 0.7, 0.1], [-1.7, -2.5, -1.9], [1.1, 0.0, -0.7], [0.4, -1.1, 0.7], [-0.7, 0.3, -1.0], [0.8, -0.9, 0.9], [0.9, 0.3, -1.4], [-0.3, 1.0, -1.2], [-0.8, -0.2, 0.3], [-0.2, 1.3, 0.8], [-0.5, -0.9, 1.2], [0.4, -0.5, -1.1], [-0.9, -1.1, 0.5], [0.1, -0.4, -0.8], [0.9, 0.3, 0.1], [-0.7, 0.9, 0.9], [0.5, 0.2, 0.2], [0.2, -0.4, -0.2], [1.0, 0.1, 0.7], [0.2, -1.4, 0.3], [-0.5, -0.7, -1.2], [0.5, 1.2, -0.5], [0.2, 0.5, 1.3], [-0.8, -0.4, 1.3], [-1.0, -0.3, -0.9], [1.0, -0.1, -0.7], [1.2, 0.6, 0.8], [-0.4, 1.4, -0.2], [-0.1, -0.3, -0.8], [0.2, -0.1, -0.4]],
  "lumo_ev": -3.588,
  "e_above_lowest_kcal_mol": 88.2,
  "total_charge": 0
}

---

Number 1: DFT total energy -4455.756142 hartree. Number 2: DFT total energy -1243.903070 hartree. Number 3: DFT total energy -1606.829524 hartree. Number 4: DFT total energy -5396.135342 hartree.